1.
2 unconnected molecules or ions with the total composition C21H36BrCl2N4O4 at a distorted geometry, computed with ωB97M-V with the def2-TZVPD basis set.

Highest occupied orbital energy = -11.9 eV
Charge = +1
M = 559.35 g mol⁻¹
Kohn-Sham gap = 8.833 eV

Each line ends with the Mulliken charge.
CARTESIAN COORDINATES (ANGSTROEM)
C: -4.56162 -1.13694 -1.71041  -0.063
C: -3.47491 -1.39488 -2.12718  -0.478
C: -2.13258 -1.70461 -2.62250  -0.368
C: -1.28151 -2.44956 -1.58737  -0.468
C: -1.31026 -1.71083 -0.25918  -1.020
N: -0.28073 -2.18843 0.68975  0.683
C: -0.32149 -3.61031 1.07915  -0.921
C: -0.47401 -3.83444 2.58508  -0.321
C: -1.37743 -2.82258 3.29889  -0.341
O: -2.14900 -3.47768 4.28468  -0.554
C: 0.58922 -1.35608 1.18182  -1.128
N: 1.57480 -1.68408 2.06813  1.109
N: 2.34166 -2.85625 1.87911  -1.040
C: 3.13020 -2.87779 0.93258  0.827
O: 3.84776 -2.92521 0.02074  -0.398
C: 2.21273 -0.46577 2.58066  -0.914
C: 1.14850 0.56084 2.16671  0.295
C: 1.52220 2.03572 2.15950  -0.755
C: 0.39653 2.95462 2.63165  -0.182
C: 0.00285 2.72828 4.09460  -1.304
Br: -1.18076 2.81320 1.49050  -0.135
N: 0.59137 0.00817 0.90372  0.818
C: 1.30331 0.26571 -0.37196  -1.184
O: 0.44175 0.63803 -1.39097  0.030
C: 0.49010 2.01990 -1.75452  -0.141
C: -0.70807 2.29438 -2.63474  -0.873
O: -0.80553 3.67884 -2.77863  -0.385
C: -1.73198 4.11626 -3.77187  -0.308
C: -2.59616 5.25205 -3.23192  -1.049
H: -5.52371 -0.89847 -1.33829  0.426
H: -2.22281 -2.31614 -3.51961  0.502
H: -1.64576 -0.76602 -2.89406  -0.053
H: -0.26138 -2.51348 -1.97431  0.361
H: -1.66125 -3.46707 -1.48955  0.500
H: -1.16100 -0.65246 -0.42871  0.242
H: -2.28330 -1.83421 0.22157  0.329
H: -1.16371 -4.05428 0.55769  0.598
H: 0.57484 -4.10690 0.71259  0.201
H: 0.49953 -3.88613 3.06858  0.327
H: -0.93452 -4.81394 2.71615  0.480
H: -0.75738 -2.05741 3.78002  0.104
H: -2.01537 -2.29541 2.58159  0.241
H: -3.07073 -3.22908 4.20213  0.361
H: 3.22446 -0.31865 2.19518  0.305
H: 2.24721 -0.51159 3.66833  0.328
H: 0.34848 0.44119 2.90378  0.261
H: 2.34597 2.18702 2.86317  0.433
H: 1.88519 2.35945 1.18521  0.258
H: 0.73025 3.97978 2.50027  0.668
H: -0.89858 2.12402 4.17984  0.375
H: 0.80678 2.23253 4.64073  0.320
H: -0.21632 3.67907 4.57497  0.366
H: 1.81673 -0.64350 -0.70569  0.287
H: 2.07257 1.01999 -0.20685  0.616
H: 0.43348 2.65292 -0.86567  0.106
H: 1.42558 2.23387 -2.27900  0.211
H: -0.57751 1.78701 -3.60003  0.441
H: -1.59990 1.86779 -2.15150  0.385
H: -1.15664 4.44739 -4.63895  0.340
H: -2.35447 3.27302 -4.08240  0.330
H: -2.47643 5.32104 -2.15219  0.307
H: -2.32399 6.20865 -3.67344  0.278
H: -3.64846 5.07955 -3.45313  0.310
C: 4.72101 -1.12849 -3.28754  -0.116
Cl: 3.51816 0.17637 -3.21915  -0.085
Cl: 6.36138 -0.53165 -3.05418  -0.144
H: 4.49839 -1.83768 -2.49975  0.032
H: 4.65312 -1.59397 -4.26303  0.335

Forces on the atoms, in the same order (eV/Å):
-0.396 0.112 0.237
0.551 -0.175 -0.245
-0.166 0.042 0.083
0.047 -0.005 -0.184
-0.179 -0.089 0.027
0.316 0.182 -0.239
0.034 -0.197 0.228
-0.084 -0.072 0.122
0.041 0.137 -0.111
0.103 -0.095 0.029
-0.195 -0.127 -0.350
0.205 -0.002 -0.077
0.146 -0.155 0.223
0.296 0.520 -1.027
-0.428 -0.286 0.939
-0.169 0.064 0.431
-0.040 0.123 -0.010
-0.021 -0.064 -0.017
0.211 0.031 0.267
-0.187 0.013 -0.155
-0.066 0.032 -0.057
-0.049 -0.076 0.337
0.133 0.041 -0.334
-0.019 -0.063 0.003
0.012 0.115 0.096
0.043 -0.253 -0.037
0.089 0.172 0.127
-0.043 0.001 -0.030
-0.015 0.000 -0.120
-0.206 0.033 0.032
0.074 0.051 -0.082
0.091 -0.029 -0.049
0.036 0.029 0.075
0.024 -0.024 0.062
0.059 0.106 0.068
0.048 -0.085 0.018
-0.100 0.186 -0.057
-0.035 -0.055 -0.038
-0.027 0.017 0.010
0.027 -0.022 -0.039
-0.037 0.023 0.020
-0.085 -0.099 -0.007
-0.081 0.063 0.035
-0.078 0.014 -0.259
0.240 -0.071 0.002
-0.103 0.010 -0.089
0.050 -0.018 -0.041
0.006 0.001 -0.003
-0.007 0.008 -0.072
0.064 -0.116 0.014
0.042 0.092 0.060
0.027 0.001 0.048
-0.025 -0.047 0.048
-0.007 0.015 0.043
-0.055 -0.014 0.002
-0.007 -0.010 -0.039
-0.008 0.033 -0.019
-0.042 0.060 -0.013
-0.036 -0.073 -0.079
0.000 -0.012 0.022
-0.021 -0.011 0.016
0.053 0.038 0.081
-0.022 0.014 0.028
0.071 -0.037 -0.010
-0.077 -0.035 0.056
-0.010 -0.002 0.015
-0.014 0.007 0.007
0.002 0.035 -0.020

---

2.
4 unconnected molecules or ions with the total composition C30H56NO4 at a distorted geometry, computed with ωB97M-V with the def2-TZVPD basis set.

Highest occupied orbital energy = -4.4 eV
Charge = -1
M = 494.78 g mol⁻¹
Kohn-Sham gap = 6.494 eV

Each line ends with the Mulliken charge.
CARTESIAN COORDINATES (ANGSTROEM)
N: 2.44825 3.22246 -1.10778  -0.653
C: 1.51085 3.96982 -0.16696  -0.296
C: 0.34135 2.94949 0.45672  0.322
C: -0.41227 2.20062 -0.80190  -0.383
C: -0.40705 0.56232 -0.72714  -0.209
O: -0.59584 -0.19640 -1.84242  -0.625
C: -0.12594 -0.32253 0.66273  0.882
C: 1.47399 -0.72504 0.90584  -0.258
C: 1.83973 -1.59254 2.25080  -0.465
C: 0.62157 -1.97250 3.28005  -0.384
C: -0.96235 -1.57234 3.06097  -0.586
C: -1.33908 -0.72952 1.70444  -0.288
O: -0.68074 3.73949 1.16040  -0.294
C: -1.09250 3.12250 2.43080  -0.217
C: -2.75153 2.94779 2.55188  0.391
O: -3.21723 2.31111 3.65631  -0.703
O: -3.64068 3.42674 1.47202  -0.714
H: 2.38934 2.17321 -0.93934  0.275
H: 2.14304 3.32547 -2.11284  0.323
H: 2.17170 4.27571 0.77906  0.305
H: 1.06639 4.95618 -0.61272  -0.238
H: 0.94622 2.20501 1.16052  0.304
H: 0.01206 2.49404 -1.86154  0.118
H: -1.54437 2.56388 -0.80056  0.364
H: 2.28801 -0.39631 0.13089  0.261
H: 2.97889 -1.89985 2.38534  0.273
H: 0.89032 -2.57828 4.24581  0.264
H: -1.83519 -1.83361 3.81263  0.386
H: -2.43020 -0.38338 1.39356  0.432
H: -0.65506 2.05603 2.63219  0.103
H: -0.69604 3.84207 3.29527  0.235
C: -4.30046 -7.48050 4.21270  -1.181
C: -4.83866 -6.87930 2.92278  -0.349
C: -3.86523 -7.00053 1.74727  -0.774
C: -2.53004 -6.26594 1.92171  -0.822
C: -2.63929 -4.76321 2.18885  0.002
C: -3.28739 -3.99424 1.04842  -1.031
H: -3.39873 -6.96374 4.55425  0.280
H: -5.04964 -7.39907 5.00637  0.372
H: -4.06213 -8.54059 4.07923  0.289
H: -5.11089 -5.83250 3.09106  0.254
H: -5.76598 -7.40011 2.65844  0.364
H: -4.36382 -6.63844 0.84088  0.305
H: -3.65297 -8.06210 1.56956  0.398
H: -1.92984 -6.42206 1.01626  0.389
H: -1.96413 -6.72766 2.73911  0.318
H: -1.62869 -4.36534 2.34514  0.167
H: -3.18843 -4.57625 3.11810  0.224
H: -2.72690 -4.13074 0.11802  0.263
H: -3.30537 -2.92413 1.27853  0.181
H: -4.31965 -4.31428 0.88048  0.350
C: -0.91766 10.89906 -2.72950  -1.178
C: -1.76172 9.67553 -3.05436  -0.347
C: -1.77938 8.63743 -1.92913  -0.803
C: -0.41887 8.01794 -1.58562  -0.494
C: 0.29823 7.32689 -2.74739  -0.525
C: -0.46828 6.13912 -3.30736  -1.094
H: 0.13498 10.63774 -2.58649  0.280
H: -0.97118 11.62107 -3.55027  0.375
H: -1.27839 11.39168 -1.82087  0.286
H: -1.41133 9.22512 -3.98848  0.229
H: -2.79115 10.00369 -3.23772  0.362
H: -2.48386 7.84189 -2.19758  0.313
H: -2.18395 9.10331 -1.02202  0.392
H: -0.56559 7.29060 -0.77696  0.249
H: 0.24090 8.79162 -1.17609  0.353
H: 1.27362 6.97304 -2.39040  0.361
H: 0.50772 8.04185 -3.55048  0.393
H: -0.64869 5.38987 -2.52985  0.188
H: 0.10709 5.66368 -4.10819  0.375
H: -1.43212 6.44148 -3.72662  0.337
C: 2.11087 -3.62674 -1.40601  -0.768
C: 3.54096 -3.20733 -1.71250  -0.189
C: 4.31301 -4.24560 -2.53104  -0.877
C: 4.50698 -5.60646 -1.85046  -0.701
C: 5.21733 -5.56593 -0.49574  -0.301
C: 6.64051 -5.03697 -0.57745  -1.184
H: 2.07761 -4.53265 -0.79361  0.240
H: 1.59719 -2.83410 -0.85313  0.037
H: 1.55253 -3.81248 -2.32914  0.325
H: 4.06661 -2.98482 -0.77848  0.169
H: 3.51293 -2.27074 -2.28089  0.371
H: 5.29155 -3.82748 -2.79353  0.319
H: 3.79097 -4.40811 -3.48216  0.378
H: 5.07636 -6.25359 -2.52979  0.397
H: 3.53253 -6.09168 -1.72160  0.299
H: 5.24899 -6.58542 -0.09118  0.349
H: 4.64349 -4.96990 0.22223  0.218
H: 7.24492 -5.64725 -1.25620  0.291
H: 7.10975 -5.06515 0.41120  0.372
H: 6.66714 -4.00108 -0.92729  0.280

Forces on the atoms, in the same order (eV/Å):
-1.331 -0.502 -0.592
0.079 -0.468 1.803
0.200 0.796 -1.216
-0.508 -0.739 0.071
-0.819 -3.825 -4.257
1.205 4.765 6.630
1.184 -1.006 2.245
-3.555 -1.310 3.212
-3.959 1.603 -1.552
-0.809 1.460 -2.390
3.035 1.546 -3.564
4.058 -0.807 0.289
1.761 -2.245 0.551
-0.987 0.329 1.235
-5.161 -0.440 -0.505
2.903 3.000 -5.092
5.309 -2.391 5.328
0.011 1.854 -0.052
0.297 -0.043 1.581
-1.507 -0.444 -2.035
0.771 -2.079 0.596
-1.572 1.387 -1.420
-0.698 -0.746 2.180
2.255 -0.901 0.293
-1.773 -0.749 1.672
-2.878 0.608 0.012
-0.554 1.320 -2.097
2.260 0.530 -1.644
2.560 -0.795 1.014
-0.673 1.949 -0.645
-1.069 -1.592 -1.684
-0.070 0.073 0.179
0.033 -0.115 -0.125
-0.030 0.105 -0.108
0.009 -0.056 0.123
0.203 -0.058 -0.069
-0.092 0.186 0.041
-0.070 -0.082 -0.024
0.125 -0.055 -0.015
0.031 0.084 0.025
0.038 -0.041 -0.061
0.038 0.092 -0.013
0.062 -0.018 0.059
-0.041 0.045 0.031
-0.051 0.039 0.074
-0.040 -0.009 -0.055
-0.135 -0.050 0.026
0.020 -0.058 -0.012
-0.071 0.030 0.067
-0.008 -0.138 -0.129
0.061 0.028 -0.026
0.077 0.114 -0.162
-0.095 -0.027 0.170
-0.054 -0.156 -0.074
0.044 0.086 0.075
0.057 -0.007 0.161
0.043 -0.100 -0.171
-0.093 0.047 0.026
0.056 0.010 0.118
0.076 -0.050 -0.053
-0.017 -0.029 0.044
0.063 -0.078 -0.029
0.070 0.056 0.072
0.024 -0.039 -0.091
-0.004 0.064 -0.094
-0.050 -0.035 -0.014
-0.064 0.097 -0.035
-0.004 0.010 0.052
-0.073 0.072 -0.064
-0.107 -0.017 0.053
0.056 -0.081 0.063
-0.116 0.126 0.161
-0.064 -0.069 -0.189
0.166 0.058 0.032
-0.159 -0.014 0.007
-0.051 -0.156 -0.067
0.104 0.088 0.170
-0.025 0.054 -0.048
-0.048 -0.183 -0.096
0.038 -0.010 0.090
0.046 -0.020 -0.025
0.062 -0.051 0.060
-0.032 -0.061 -0.006
0.018 0.033 0.086
-0.019 0.037 0.065
0.068 0.062 -0.026
-0.065 0.115 -0.019
-0.009 -0.038 -0.086
-0.032 0.089 0.023
0.033 0.031 -0.136
0.032 -0.096 0.007

---

Question: Among the records above, which one has the lowest charge?
Answer: C30H56NO4